Molecular formula: C34H80F6NO34S2Tl
Method: DFT, ωB97M-V with the def2-TZVPD basis set

Last column: Mulliken charge in e.
Geometry (Å):
Tl (-19.70, 7.35, -20.19)  1.1322
C (-15.54, 2.45, -19.04)  -0.3711
C (-15.16, 2.25, -17.66)  0.1977
C (-15.51, 3.37, -16.59)  0.2301
O (-15.22, 3.09, -15.46)  -0.4763
C (-16.22, 4.57, -17.07)  0.6414
C (-16.61, 4.64, -18.40)  0.6206
C (-16.16, 3.60, -19.41)  0.1102
O (-16.40, 3.81, -20.63)  -0.6135
O (-17.38, 5.58, -18.69)  -0.5390
O (-14.43, 1.36, -17.29)  -0.5255
H (-15.18, 1.80, -19.82)  0.5501
H (-16.46, 5.28, -16.29)  0.0373
C (-20.18, 6.65, -15.32)  -0.4119
F (-20.48, 7.78, -14.73)  -0.1504
F (-18.88, 6.68, -15.59)  0.1176
F (-20.47, 5.67, -14.44)  0.0301
S (-21.16, 6.36, -16.94)  0.3432
O (-20.30, 5.55, -17.78)  -0.5199
O (-22.43, 5.75, -16.62)  -0.6904
N (-21.28, 7.87, -17.75)  0.1376
S (-22.28, 8.80, -16.96)  0.6964
O (-22.73, 8.33, -15.66)  -0.5925
O (-21.81, 10.19, -16.94)  -0.5004
C (-23.83, 8.74, -18.09)  -0.0655
F (-24.77, 9.56, -17.64)  -0.0403
F (-23.56, 9.06, -19.36)  0.2875
F (-24.38, 7.52, -18.07)  -0.3754
C (-20.49, 3.27, -11.20)  -0.5054
C (-20.41, 1.89, -11.80)  -0.5295
O (-21.34, 1.75, -12.87)  -0.5021
O (-20.18, 4.26, -12.19)  0.2049
H (-19.77, 3.35, -10.38)  0.3624
H (-21.51, 3.45, -10.86)  0.3031
H (-20.70, 1.21, -10.99)  0.4458
H (-19.42, 1.60, -12.15)  0.2451
H (-22.14, 1.30, -12.60)  0.2615
H (-20.87, 4.21, -12.86)  -0.0801
C (-21.82, 4.07, -20.21)  -0.0914
C (-22.67, 5.18, -20.83)  -0.7343
O (-22.39, 6.46, -20.30)  0.4698
O (-20.45, 4.44, -20.48)  -0.4370
H (-22.06, 3.07, -20.56)  0.5369
H (-21.90, 4.09, -19.12)  -0.1180
H (-23.69, 4.86, -20.60)  0.3775
H (-22.54, 5.14, -21.91)  0.2750
H (-23.26, 6.85, -20.16)  -0.4936
H (-19.96, 3.65, -20.24)  0.1857
C (-22.95, 13.56, -17.27)  0.3671
C (-24.22, 12.81, -17.71)  0.0643
O (-25.18, 13.73, -18.24)  -0.6067
O (-22.20, 13.76, -18.43)  -0.5207
H (-22.36, 12.95, -16.58)  -0.5420
H (-23.16, 14.50, -16.75)  0.3930
H (-24.66, 12.37, -16.81)  0.2430
H (-24.00, 12.03, -18.43)  -0.0473
H (-25.86, 13.24, -18.70)  0.3290
H (-22.83, 14.10, -19.08)  0.3574
C (-21.66, 10.54, -21.83)  -0.6823
C (-20.96, 11.08, -20.59)  0.0246
O (-19.75, 10.41, -20.35)  -0.3224
O (-21.55, 9.11, -22.01)  -0.4196
H (-21.10, 10.85, -22.72)  0.6115
H (-22.70, 10.85, -21.95)  0.2381
H (-21.67, 11.04, -19.76)  -0.2396
H (-20.82, 12.15, -20.75)  0.4208
H (-19.03, 11.02, -20.51)  0.2109
H (-21.62, 8.95, -22.95)  0.2502
C (-19.01, 3.17, -16.88)  1.5412
C (-19.25, 2.88, -15.43)  0.8752
O (-20.39, 2.01, -15.33)  -0.6823
O (-18.54, 1.98, -17.53)  -0.5893
H (-18.33, 4.02, -16.95)  -1.0602
H (-19.90, 3.54, -17.39)  -0.4691
H (-19.39, 3.81, -14.88)  -0.8907
H (-18.38, 2.46, -14.92)  0.4471
H (-20.64, 2.03, -14.38)  0.3979
H (-19.25, 1.35, -17.39)  0.4906
C (-17.01, 5.36, -13.10)  0.9763
C (-15.52, 5.54, -13.44)  -0.5834
O (-14.97, 6.29, -12.34)  -0.5834
O (-17.21, 4.32, -12.16)  -0.6855
H (-17.49, 4.97, -14.01)  -0.5653
H (-17.55, 6.30, -12.92)  0.1032
H (-15.28, 6.03, -14.39)  0.3880
H (-15.08, 4.55, -13.35)  0.2276
H (-14.17, 6.72, -12.66)  0.3258
H (-18.14, 4.36, -11.91)  0.2630
C (-21.27, 8.63, -11.97)  0.2626
C (-22.02, 7.71, -10.98)  -0.1726
O (-21.41, 7.68, -9.69)  -0.5845
O (-21.17, 9.95, -11.40)  -0.5236
H (-21.81, 8.63, -12.91)  -0.2083
H (-20.27, 8.21, -12.12)  0.1459
H (-22.08, 6.70, -11.39)  0.0171
H (-23.06, 8.04, -10.94)  0.3149
H (-20.46, 7.55, -9.80)  0.3617
H (-20.56, 9.90, -10.66)  0.3390
C (-25.81, 7.81, -13.56)  0.5169
C (-26.44, 8.65, -14.68)  0.1469
O (-26.72, 9.98, -14.24)  -0.6103
O (-26.43, 8.10, -12.32)  -0.6447
H (-24.73, 8.01, -13.50)  -0.2688
H (-25.87, 6.74, -13.78)  -0.0888
H (-27.40, 8.14, -14.86)  0.4192
H (-25.91, 8.60, -15.63)  -0.1375
H (-27.65, 10.15, -14.36)  0.3442
H (-26.27, 9.04, -12.18)  0.3752
C (-21.21, 12.14, -13.87)  -0.2514
C (-19.99, 11.40, -14.38)  1.1910
O (-18.82, 12.16, -14.04)  -0.5949
O (-21.11, 12.48, -12.48)  -0.7204
H (-22.05, 11.46, -14.02)  0.1425
H (-21.38, 13.08, -14.39)  0.2562
H (-19.96, 11.27, -15.46)  -0.4446
H (-19.91, 10.40, -13.93)  -0.3520
H (-19.02, 12.47, -13.15)  0.4217
H (-21.06, 11.65, -11.98)  0.5921
C (-25.72, 8.90, -22.96)  -0.6104
C (-24.67, 8.65, -21.86)  0.3157
O (-24.95, 7.50, -21.06)  -0.4287
O (-25.49, 7.99, -24.02)  -0.5155
H (-25.66, 9.95, -23.25)  0.3836
H (-26.73, 8.72, -22.57)  0.3617
H (-24.80, 9.46, -21.14)  0.0460
H (-23.69, 8.64, -22.33)  -0.0961
H (-25.91, 7.48, -20.96)  0.2304
H (-26.09, 8.23, -24.73)  0.3084
C (-28.58, 8.37, -17.57)  -1.0845
C (-27.36, 9.08, -18.21)  1.1078
O (-27.39, 10.45, -17.88)  -0.6116
O (-28.44, 7.99, -16.20)  -0.4825
H (-28.81, 7.42, -18.07)  0.3761
H (-29.40, 9.08, -17.66)  0.3269
H (-27.54, 8.90, -19.27)  0.2758
H (-26.38, 8.63, -18.02)  -0.6174
H (-27.36, 10.51, -16.92)  0.3180
H (-28.12, 7.09, -16.14)  0.3398
C (-17.16, 10.40, -16.46)  -0.5812
C (-18.37, 9.73, -17.08)  0.9515
O (-17.91, 8.72, -17.96)  -0.3881
O (-16.51, 9.41, -15.66)  -0.4798
H (-17.50, 11.18, -15.78)  0.2535
H (-16.43, 10.85, -17.14)  0.3442
H (-19.00, 10.43, -17.62)  0.1230
H (-18.95, 9.21, -16.31)  -0.5711
H (-17.25, 8.19, -17.50)  0.1771
H (-15.75, 9.70, -15.15)  0.2612
C (-25.38, 3.54, -13.39)  -0.6645
C (-24.27, 4.05, -14.34)  0.4639
O (-24.72, 4.75, -15.48)  -0.6700
O (-24.72, 2.82, -12.36)  -0.5400
H (-26.16, 3.01, -13.95)  0.3528
H (-25.93, 4.37, -12.93)  0.2576
H (-23.63, 3.23, -14.67)  0.4177
H (-23.67, 4.64, -13.63)  -0.3075
H (-24.00, 5.05, -16.05)  0.6199
H (-24.38, 3.45, -11.72)  0.2991

Computed properties:
DFT total energy	-150315.46470	eV
charge	0
ΔE to the lowest compared entry with this formula, charge and spin	28.1	kcal/mol
frontier orbital gap	4.76	eV



Molecular formula: C34H83Br3NO21P5
Method: DFT, ωB97M-V with the def2-TZVPD basis set

Last column: Mulliken charge in e.
Geometry (Å):
C (1.31, 0.32, -2.01)  0.1933
O (1.41, 1.38, -2.59)  -0.7570
N (0.33, -0.59, -2.18)  0.5203
C (0.42, -1.88, -1.56)  -0.7424
C (-0.66, -0.58, -3.20)  -0.6559
H (2.01, 0.03, -1.21)  0.3324
H (-0.51, -2.43, -1.40)  0.5698
H (0.79, -1.80, -0.54)  -0.4467
H (0.98, -2.58, -2.19)  0.3609
H (-0.57, 0.18, -3.97)  0.4104
H (-0.71, -1.54, -3.72)  0.1366
H (-1.69, -0.47, -2.83)  0.0973
C (-1.34, -4.58, -4.01)  1.4061
Br (-2.48, -3.47, -5.12)  -0.0678
Br (0.41, -4.63, -4.85)  -0.0589
Br (-2.19, -6.33, -3.76)  -0.0910
H (-1.25, -4.10, -3.04)  -1.3924
C (-2.12, 3.12, -4.58)  -0.8755
C (-2.37, 4.47, -3.91)  -0.4380
O (-1.14, 4.79, -3.19)  0.3175
P (-1.09, 6.11, -2.27)  0.0921
O (-2.35, 6.60, -1.69)  -0.8055
O (-0.43, 7.24, -3.19)  -0.4045
C (0.89, 7.25, -3.78)  -0.1652
C (1.32, 5.94, -4.47)  -0.8291
O (0.10, 5.88, -1.24)  0.1217
C (0.04, 5.04, -0.08)  -0.1956
C (0.17, 3.58, -0.43)  -0.8436
H (-1.17, 3.23, -5.10)  0.2919
H (-1.98, 2.32, -3.85)  0.0037
H (-2.95, 2.99, -5.27)  0.4646
H (-2.44, 5.25, -4.67)  0.3140
H (-3.19, 4.57, -3.20)  0.3951
H (1.00, 8.05, -4.50)  0.3611
H (1.57, 7.40, -2.94)  0.1482
H (1.28, 5.07, -3.83)  0.0724
H (0.69, 5.86, -5.35)  0.2777
H (2.37, 6.05, -4.76)  0.4424
H (0.85, 5.33, 0.59)  -0.0968
H (-0.94, 5.19, 0.37)  0.3564
H (-0.77, 3.17, -0.83)  0.3301
H (0.89, 3.37, -1.22)  0.1670
H (0.44, 2.91, 0.38)  0.4932
C (-4.17, -3.50, -1.83)  -0.7064
C (-4.01, -4.13, -0.47)  0.4584
O (-3.08, -5.26, -0.45)  -0.3240
P (-1.61, -4.89, 0.05)  -1.6494
O (-1.08, -3.60, -0.45)  1.4784
O (-1.74, -4.97, 1.65)  -0.1966
C (-0.62, -4.83, 2.57)  0.9330
C (0.64, -5.62, 2.25)  -0.6443
O (-0.75, -6.17, -0.40)  0.2221
C (-1.26, -7.48, -0.14)  -0.3224
C (-0.19, -8.46, -0.62)  -1.2534
H (-4.75, -2.58, -1.78)  0.3372
H (-3.23, -3.27, -2.33)  -0.2615
H (-4.57, -4.11, -2.65)  0.3415
H (-3.82, -3.35, 0.27)  -0.5193
H (-4.90, -4.69, -0.19)  0.4572
H (-0.37, -3.76, 2.52)  -0.8711
H (-1.03, -5.03, 3.55)  0.3751
H (1.46, -5.05, 2.70)  0.5378
H (0.60, -6.62, 2.68)  0.3221
H (0.82, -5.63, 1.18)  -0.1299
H (-1.51, -7.67, 0.90)  0.3323
H (-2.17, -7.73, -0.70)  0.3279
H (-0.49, -9.42, -0.19)  0.4216
H (-0.15, -8.66, -1.69)  0.2827
H (0.82, -8.25, -0.25)  0.2750
C (6.40, -1.23, 0.17)  -1.1189
C (5.31, -1.91, -0.64)  -0.2926
O (3.97, -1.77, -0.12)  0.0014
P (3.62, -2.33, 1.33)  0.0305
O (4.28, -1.76, 2.51)  -0.8677
O (2.04, -2.08, 1.30)  1.4656
C (1.32, -2.14, 2.52)  -0.6246
C (-0.03, -1.52, 2.20)  -1.1016
O (3.66, -3.93, 1.21)  -0.3093
C (3.02, -4.55, 0.10)  1.2489
C (3.67, -5.85, -0.30)  -1.6598
H (6.89, -1.85, 0.92)  0.3307
H (7.28, -1.00, -0.43)  0.4183
H (6.04, -0.30, 0.60)  0.1376
H (5.29, -1.65, -1.69)  0.4244
H (5.52, -2.99, -0.62)  0.2068
H (1.09, -3.15, 2.88)  0.2104
H (1.79, -1.63, 3.36)  0.4503
H (-0.81, -1.60, 2.96)  0.6633
H (0.11, -0.48, 1.89)  0.3293
H (-0.51, -2.03, 1.36)  -0.2479
H (1.99, -4.76, 0.40)  -0.9728
H (2.93, -3.88, -0.76)  0.3046
H (2.99, -6.43, -0.93)  0.3194
H (4.60, -5.77, -0.88)  0.3817
H (3.89, -6.42, 0.61)  0.3826
C (3.06, 1.13, 1.76)  -0.3196
C (3.67, 2.50, 1.42)  -0.1532
O (3.57, 3.32, 2.58)  -0.0201
P (2.78, 4.74, 2.60)  0.8206
O (1.39, 4.61, 3.03)  -0.7644
O (2.99, 5.27, 1.10)  -0.2590
C (4.29, 5.69, 0.66)  -0.2127
C (4.24, 5.83, -0.85)  -1.1069
O (3.68, 5.71, 3.47)  -0.3357
C (3.96, 5.39, 4.83)  -0.3209
C (5.17, 4.47, 4.97)  -0.9986
H (3.65, 0.52, 2.43)  0.4193
H (2.10, 1.36, 2.21)  0.1799
H (2.89, 0.58, 0.83)  -0.2851
H (4.71, 2.46, 1.09)  0.2117
H (3.10, 2.95, 0.61)  0.0182
H (4.41, 6.68, 1.11)  0.3294
H (5.07, 5.06, 1.08)  0.3489
H (4.06, 4.81, -1.20)  0.2386
H (3.38, 6.43, -1.16)  0.1657
H (5.08, 6.22, -1.41)  0.4360
H (4.10, 6.31, 5.38)  0.3687
H (3.13, 4.84, 5.29)  0.2777
H (5.68, 4.59, 5.93)  0.4081
H (4.93, 3.42, 4.86)  0.2261
H (5.93, 4.72, 4.22)  0.2505
C (-5.96, 4.09, 2.18)  -1.2051
C (-6.54, 2.71, 2.00)  -0.3066
O (-5.51, 1.78, 1.64)  -0.2586
P (-5.85, 0.38, 1.01)  0.6431
O (-7.30, 0.18, 0.77)  -0.7947
O (-4.91, 0.34, -0.30)  -0.3594
C (-3.56, 0.85, -0.30)  -0.3102
C (-2.61, -0.30, -0.01)  0.4035
O (-5.18, -0.72, 1.95)  -0.0400
C (-5.82, -1.95, 2.26)  -0.2733
C (-4.95, -2.92, 3.01)  -0.8710
H (-5.05, 4.04, 2.78)  0.2997
H (-5.69, 4.50, 1.20)  0.2898
H (-6.65, 4.75, 2.69)  0.3937
H (-6.98, 2.39, 2.95)  0.2791
H (-7.35, 2.68, 1.27)  0.3983
H (-3.41, 1.20, -1.32)  -0.0497
H (-3.57, 1.65, 0.44)  0.5090
H (-2.53, -0.52, 1.05)  0.3310
H (-2.97, -1.18, -0.55)  -0.3520
H (-1.63, -0.07, -0.42)  -0.1997
H (-6.68, -1.69, 2.90)  0.3908
H (-6.23, -2.37, 1.34)  0.3303
H (-4.69, -2.43, 3.95)  0.3901
H (-5.46, -3.84, 3.25)  0.3619
H (-4.01, -3.04, 2.45)  -0.0680

Computed properties:
DFT total energy	-337675.80804	eV
charge	0
ΔE to the lowest compared entry with this formula, charge and spin	51.3	kcal/mol
frontier orbital gap	8.59	eV



What is the formula in the first record?
C34H80F6NO34S2Tl



DFT total energy of number 2 (C34H83Br3NO21P5)?
-337675.80804 eV